Computed, not measured: a 10-piece molecular cluster, C28H66FN5O11PS overall in a non-equilibrium geometry, with ωB97M-V/def2-TZVPD.

Last column: Löwdin charge in e.
Atoms and positions in Å:
C: -0.90505 -5.52376 0.47430  -0.14
C: 0.55618 -4.85794 0.90449  -0.23
C: 1.10202 -3.99612 -0.37842  -0.21
C: 0.57745 -2.40785 -0.38341  -0.19
C: 1.06705 -1.60763 0.95777  -0.15
C: 1.12686 0.04381 0.78698  -0.26
C: -0.45895 0.45823 0.44270  -0.13
O: -1.35814 0.05354 1.57529  -0.17
C: -2.63330 -0.47285 1.07902  -0.13
C: -2.92493 -2.08907 1.37119  0.04
C: -4.35944 -2.80634 0.90963  -0.16
C: -4.56051 -4.41948 1.30337  -0.12
C: -5.57625 -1.96691 0.12801  -0.01
C: -5.24581 -0.36452 -0.14603  0.00
C: -3.82248 0.35704 0.31852  -0.06
C: -3.67063 1.96233 0.02094  -0.33
C: -2.92296 2.31547 -1.39610  -0.10
C: -3.02954 2.81119 1.31140  -0.09
C: 1.35730 0.61374 2.33141  -0.10
C: 2.82288 1.32454 2.34299  -0.14
C: 4.00077 0.46722 1.51753  -0.51
N: 4.27973 -0.88532 2.13360  0.05
P: 5.59318 1.52545 1.92927  0.80
N: 5.21153 3.12263 2.10309  -0.34
N: 3.66824 0.45660 0.04480  -0.02
C: 4.31605 -0.63237 -0.78011  -0.20
F: 3.76198 -1.98823 -0.62544  -0.03
C: 5.94384 -0.75787 -0.65011  -0.18
C: 6.42475 -2.16886 -1.40151  -0.10
C: 2.20421 0.58854 -0.30834  -0.17
C: 1.80570 2.11186 -0.87781  -0.15
C: 0.93915 1.93650 -2.29834  -0.46
S: 0.50808 3.62261 -2.99776  0.90
C: -1.06867 3.47345 -3.99430  -0.46
N: -2.07977 4.48655 -4.48534  0.04
N: -3.01395 3.63658 -5.12058  -0.02
C: -2.65632 2.16025 -5.04208  -0.03
O: -1.38029 2.05771 -4.31769  -0.16
H: -1.49576 -5.72866 1.46353  0.06
H: -1.46056 -4.83170 -0.29572  0.07
H: -0.76363 -6.56736 -0.06176  0.09
H: 1.29346 -5.78050 1.03011  0.09
H: 0.51817 -4.24547 1.90083  0.10
H: 2.27641 -4.07226 -0.55087  0.10
H: 0.62063 -4.47723 -1.35766  0.12
H: -0.60644 -2.46664 -0.44770  0.11
H: 0.94330 -1.96591 -1.40082  0.10
H: 0.30346 -1.92697 1.81989  0.13
H: 2.09462 -2.08000 1.29483  0.11
H: -0.61874 1.61921 0.35388  0.11
H: -0.84531 -0.01535 -0.55638  0.12
H: -2.13545 -2.76486 1.93698  0.09
H: -5.31733 -4.96990 0.59971  0.08
H: -3.54271 -4.98021 1.45691  0.04
H: -5.08010 -4.39294 2.37798  0.09
H: -6.60438 -2.44040 -0.18015  0.09
H: -6.07963 0.30556 -0.66554  0.11
H: -4.78283 2.38414 -0.08102  0.14
H: -2.58690 3.45828 -1.34341  0.10
H: -3.66555 2.21624 -2.32418  0.10
H: -2.00486 1.61309 -1.58514  0.04
H: -1.94650 3.19848 1.08356  0.07
H: -3.78270 3.67842 1.62566  0.07
H: -3.01798 2.07080 2.24624  0.09
H: 0.56849 1.45913 2.62665  0.15
H: 1.37598 -0.28539 3.08004  0.13
H: 3.22851 1.47185 3.44137  0.13
H: 2.69812 2.37620 1.79438  0.12
H: 3.69990 -0.91881 3.01808  0.11
H: 5.28874 -0.93253 2.42485  0.06
H: 6.58232 1.47565 0.88578  0.01
H: 6.09951 1.12599 3.24342  0.05
H: 5.43812 3.43951 3.07983  -0.02
H: 4.12603 1.34928 -0.32104  0.18
H: 4.11839 -0.32778 -1.91928  0.19
H: 6.46689 0.19370 -1.13105  0.13
H: 6.33764 -0.85083 0.46065  0.09
H: 6.23434 -3.04458 -0.61597  0.10
H: 5.76681 -2.41073 -2.33918  0.09
H: 7.57631 -2.16391 -1.61080  0.10
H: 2.05363 -0.10032 -1.27400  0.15
H: 2.72888 2.76205 -1.16675  0.12
H: 1.20064 2.74036 -0.06661  0.13
H: 1.71989 1.44734 -3.05697  0.08
H: 0.04358 1.19146 -2.19908  0.08
H: -3.21697 1.20177 -5.42999  0.16
O: -5.46588 4.02317 2.60034  -0.08
H: -5.37419 3.52585 3.42694  0.05
H: -5.97306 4.80864 2.85488  0.03
O: 2.03412 -0.12290 -5.49629  -0.05
H: 2.12581 -0.62022 -4.66969  0.02
H: 1.52694 0.66257 -5.24175  0.02
O: 2.77451 5.09813 -5.49522  -0.06
H: 3.55875 4.53366 -5.42213  0.05
H: 2.05360 4.54093 -5.16538  -0.01
O: -7.26588 5.00398 4.83239  -0.05
H: -7.17419 4.50666 5.65899  0.06
H: -7.77306 5.78945 5.08694  0.07
O: 1.54642 7.62903 -6.48792  -0.07
H: 2.25516 8.23508 -6.75133  0.04
H: 1.97924 7.01462 -5.87624  -0.01
O: -3.55358 -0.60166 -3.42851  -0.06
H: -2.84484 0.00439 -3.69192  -0.02
H: -3.12076 -1.21607 -2.81683  0.04
O: 3.04642 -6.83243 1.98014  -0.08
H: 3.75516 -6.22638 1.71673  0.04
H: 3.47924 -7.44684 2.59182  0.02
O: 2.96543 -7.22566 4.71062  -0.06
H: 3.05712 -7.72298 5.53722  0.05
H: 2.45826 -6.44019 4.96516  0.05
O: -9.55358 2.80318 4.72855  -0.07
H: -8.84484 3.40923 4.46514  0.00
H: -9.12076 2.18876 5.34023  0.04

Forces on atoms 1 to 6 (eV/Å):
C 0.535 -0.083 0.343
C 0.314 -1.256 -1.394
C -0.429 0.298 -0.724
C -0.174 -1.321 -0.073
C 0.000 -1.064 -0.409
C -1.919 -1.106 2.144

LUMO energy   -0.114 hartree
Molecular weight   730.90 u
E_HOMO   -0.364 Eh
Gap between HOMO and LUMO   0.2500 Eh
Total charge   +1

---

Computed, not measured: a 2-piece molecular cluster, C3H4FN3O overall in a non-equilibrium geometry, with ωB97M-V/def2-TZVPD.

Last column: Löwdin charge in e.
Atoms and positions in Å:
C: 2.34374 -0.07005 -0.45308  -0.20
C: 0.37695 0.57216 0.08286  -0.54
C: -2.79395 -0.34621 0.23375  0.01
N: 1.90716 0.69885 -1.42349  0.03
N: 0.68092 1.11434 -1.07673  0.11
N: 1.48846 -0.22178 0.51433  0.16
O: -0.58028 0.75121 0.84240  0.06
F: -2.37461 -1.15067 -0.73262  -0.03
H: 3.36365 -0.45137 -0.37789  0.13
H: -2.82996 0.68385 0.02853  0.05
H: -3.26519 -0.96160 0.94047  0.05
H: 1.68311 -0.61871 1.42149  0.16

Forces on atoms 1 to 6 (eV/Å):
C 2.602 -0.506 -0.151
C -0.476 -0.763 3.182
C 0.537 -1.021 -0.388
N -0.395 0.557 -0.679
N 0.405 0.284 -1.749
N -1.035 0.112 0.265

LUMO energy (alpha / beta)   -0.080 / 0.022 hartree
Molecular weight   117.08 u
E_HOMO (alpha / beta)   -0.291 / -0.342 Eh
Gap between HOMO and LUMO (alpha / beta)   0.2112 / 0.3645 Eh

---

- The highest molecular weight belongs to which entry?
  C28H66FN5O11PS

---

- Number 1 is which compound?
  C28H66FN5O11PS